# 1
Molecular formula: C22H34F2O8S2
Method: DFT, the ωB97M-V functional and the def2-TZVPD basis

Cartesian coordinates (Å):
S  8.15846  -3.72232  -7.79664
S  -2.79578  1.04183  7.13260
F  -0.78608  -0.76048  -0.01979
F  -7.08853  -3.22827  2.82429
O  9.08846  -4.52637  -6.85446
O  -4.56486  -3.95354  -6.36639
O  -4.98770  -4.15741  -8.51134
O  7.80519  7.65595  5.37313
O  -2.94499  -3.41250  -7.88378
O  -2.91948  1.33901  5.64032
O  7.68078  6.22723  3.57837
O  9.47127  6.33803  4.56254
C  2.07016  1.85125  -1.06596
C  -7.59060  -2.08177  3.41301
C  -3.80452  2.17211  8.21830
C  -4.06025  -3.75813  -7.61543
C  -7.15773  -0.77504  3.01887
C  0.94499  2.30250  -0.29589
C  -4.86442  -4.10140  -9.91641
C  2.34651  0.49434  -1.23647
C  -8.65801  -2.12920  4.26001
C  8.29486  6.89700  4.48868
C  0.17917  0.02899  -0.29931
C  7.39202  -4.99909  -8.84288
C  -9.34210  -0.95792  4.65923
C  -7.76652  0.39116  3.46789
C  -3.75097  -3.75956  -5.21059
C  -3.60284  -0.55074  7.47850
C  1.31213  -0.34746  -0.98873
C  0.01963  1.34601  0.02487
C  6.45736  6.61324  3.07269
C  -8.88580  0.28307  4.29555
C  10.22867  6.47907  5.84046
C  6.70091  -3.37447  -6.74798
H  -6.31766  -0.69132  2.34530
H  -9.04280  -3.06935  4.62668
H  -3.70307  -2.70059  -4.95685
H  -0.84503  1.60001  0.62007
H  -5.85373  -4.22193  -10.35782
H  -4.14800  -4.82556  -10.30426
H  -3.49869  -0.69201  8.55428
H  7.13946  -5.92653  -8.32892
H  8.13533  -5.20094  -9.61414
H  6.22395  -4.33078  -6.53327
H  9.70207  7.03029  6.61951
H  -2.78344  -4.13448  -5.54438
H  10.43940  5.48457  6.23372
H  -4.86208  1.90819  8.21939
H  5.92501  5.71330  2.76478
H  3.24826  0.17104  -1.73519
H  6.43855  -4.67331  -9.25864
H  -4.68278  -0.58000  7.33370
H  -3.15430  -1.26255  6.78551
H  5.78457  7.13014  3.75699
H  -7.30864  1.29504  3.09405
H  -4.56147  -3.12823  -10.30274
H  6.96561  -2.76000  -5.88748
H  -3.73409  3.09737  7.64643
H  6.63267  7.25425  2.20871
H  -3.41620  2.14500  9.23642
H  -10.17678  -1.03919  5.33977
H  2.90262  2.48138  -1.34227
H  -9.51111  1.14223  4.48852
H  11.14614  7.05312  5.71082
H  -4.13293  -4.40214  -4.41731
H  0.83913  3.35554  -0.08074
H  5.97043  -2.77545  -7.29174
H  1.66051  -1.31238  -1.32633

The calculation puts the frontier orbital gap at 9.522 eV. The calculation puts the molecular weight at 528.64 g/mol. Its spin multiplicity is 1. The LUMO energy is 0.67 eV. The value obtained for the highest occupied orbital energy is -8.852 eV. Its charge is 0.

---

# 2
Molecular formula: C23H32N4O2
Method: DFT, the ωB97M-V functional and the def2-TZVPD basis

Cartesian coordinates (Å):
O  1.29738  -0.64286  1.99399
O  0.02203  4.50775  -0.13088
N  -0.96205  2.62852  0.59990
N  -2.67528  0.69294  -0.56571
N  -4.96405  0.80735  -0.51555
N  3.05076  -0.65053  0.58346
C  -3.86065  0.12251  -0.19561
C  0.05410  -3.56234  -1.25183
C  -1.39707  0.31864  -0.01406
C  -5.19232  -1.66441  0.68692
C  1.24794  -2.26735  0.30436
C  1.46643  2.92419  0.91166
C  3.82733  -0.06765  -1.64959
C  0.76489  -3.46056  1.08740
C  -3.94742  -1.14146  0.41775
C  3.57516  1.69726  0.14982
C  1.86848  -1.12729  1.02356
C  0.84622  -2.32509  -0.96087
C  -6.14776  0.28646  -0.25236
C  4.35925  1.25173  -1.09198
C  -2.24198  3.02925  0.04492
C  3.80293  -1.13052  -0.54888
C  0.25640  -4.42597  0.00491
C  2.13925  2.10806  -0.19723
C  -6.33242  -0.94336  0.34980
C  3.60012  0.55258  1.17118
C  0.11764  3.42451  0.42024
C  -1.00172  1.28210  1.11677
C  -2.65977  2.05415  -1.06189
H  -3.65767  2.29669  -1.42316
H  1.01142  -5.18806  -0.19055
H  -3.06591  -1.70527  0.67626
H  5.40922  1.12224  -0.81705
H  1.37408  2.34484  1.82806
H  -0.02896  -3.14443  1.76837
H  -0.65891  -4.93135  0.30611
H  -1.94037  2.11095  -1.88582
H  4.08463  2.56054  0.58981
H  4.83036  -1.32740  -0.21655
H  -2.99512  3.02246  0.83990
H  2.07020  3.81010  1.11732
H  -5.27835  -2.63324  1.15896
H  0.39213  -4.06178  -2.16108
H  -0.05401  0.96810  1.54590
H  2.15306  2.71759  -1.10391
H  -7.31997  -1.32616  0.54964
H  -2.13585  4.03970  -0.35110
H  4.63212  0.35560  1.48196
H  -0.99766  -3.29823  -1.39692
H  1.00414  -1.57587  -1.71819
H  3.37020  -2.06310  -0.91122
H  -6.98981  0.90298  -0.54201
H  -0.65337  0.38431  -0.81709
H  3.00696  0.79289  2.05388
H  1.54257  1.21647  -0.39828
H  4.46003  -0.40967  -2.46990
H  4.31045  2.02557  -1.85978
H  -1.40070  -0.70141  0.36049
H  2.81928  0.07661  -2.03996
H  -1.76811  1.23339  1.90045
H  1.56006  -3.89367  1.69523

The calculation puts the frontier orbital gap at 8.284 eV. The calculation puts the molecular weight at 396.53 g/mol. As for the SMILES: O=C(CC[C@@H]1CCCN(C(=O)C2=CCCC2)C1)N1CCN(c2ccccn2)CC1. Its spin multiplicity is 1. The LUMO energy is 0.62 eV. The value obtained for the highest occupied orbital energy is -7.668 eV. The relative energy (zero: lowest compared OMol25 entry of this formula, charge and spin) is 1.4456 eV. Its charge is 0.

---

# 3
Molecular formula: C2H2N2O3
Method: DFT, the ωB97M-V functional and the def2-TZVPD basis

Cartesian coordinates (Å):
O  -0.92712  0.36498  -0.81803
O  1.52240  0.99254  -0.42545
O  -1.48542  -1.82012  -1.00251
N  -0.64815  -1.12368  0.94003
N  0.22013  0.85156  0.08320
C  -0.99599  -1.02188  -0.35305
C  0.10057  -0.06347  1.06906
H  0.81583  0.19361  1.83228
H  1.39776  1.62646  -1.32552

The calculation puts the frontier orbital gap at 9.742 eV. The calculation puts the molecular weight at 102.05 g/mol. Its spin multiplicity is 1. The LUMO energy is -0.57 eV. The value obtained for the highest occupied orbital energy is -10.315 eV. The relative energy (zero: lowest compared OMol25 entry of this formula, charge and spin) is 4.5318 eV. Its charge is 0.

---

# 4
Molecular formula: C6H15N3P
Method: DFT, the ωB97M-V functional and the def2-TZVPD basis

Cartesian coordinates (Å):
P  -3.19031  0.12501  0.41044
N  -4.52981  -1.02308  0.92597
N  -2.76078  0.80355  -0.90855
N  -5.60182  -1.02161  0.45901
C  1.60351  0.09787  0.50386
C  0.45264  0.09149  -0.54407
C  -1.54179  1.39063  -1.37374
C  -0.38259  1.39725  -0.49129
C  2.74790  -0.71920  -0.02504
C  3.89856  -0.90093  0.93684
H  4.33583  -0.08356  1.45535
H  -1.91787  2.32239  -1.68430
H  1.96542  1.01502  0.87940
H  -2.33663  -0.53766  1.24029
H  -1.20667  1.00787  -2.41474
H  -0.78082  1.71369  0.45971
H  0.31171  2.22529  -0.76628
H  2.22439  -1.65597  -0.20152
H  -0.22918  -0.89328  -0.36123
H  1.18706  -0.25005  1.43213
H  0.87348  -0.00467  -1.57078
H  3.07553  -0.40272  -0.97347
H  3.49525  -1.55772  1.63663
H  4.70802  -1.44477  0.43522
H  -6.40103  -1.69487  0.54017

The calculation puts the frontier orbital gap at 6.873 eV. The calculation puts the molecular weight at 160.18 g/mol. As for the SMILES: CCCCCCN=[PH]=[N+]=N. Its spin multiplicity is 1. The LUMO energy is -6.57 eV. The value obtained for the highest occupied orbital energy is -13.443 eV. The relative energy (zero: lowest compared OMol25 entry of this formula, charge and spin) is 0.0000 eV. Its charge is +1.

---

# 5
Molecular formula: C14H8BrNO3
Method: DFT, the ωB97M-V functional and the def2-TZVPD basis

Cartesian coordinates (Å):
Br  0.13958  3.24056  6.06952
O  -1.35034  2.04052  0.30497
O  -1.33228  -0.18133  0.78043
O  -0.68726  2.37665  3.35123
N  1.16390  0.01232  -0.54242
C  -2.20072  -1.15139  -1.24122
C  0.53313  0.91648  4.45227
C  2.35147  0.22563  -1.14904
C  0.26164  -0.99571  -2.57590
C  0.06903  0.30803  3.25911
C  0.08708  -0.46573  -1.23469
C  -1.14223  -0.55580  -0.55302
C  1.45451  -0.78394  -3.22648
C  -1.14570  1.09804  1.07910
C  2.47870  -0.14426  -2.45756
C  -0.62407  1.25732  2.54122
C  -0.85366  -1.57913  -3.17806
C  -2.02276  -1.69617  -2.42813
C  0.03255  2.16925  4.56560
H  1.10266  0.40884  5.20031
H  -2.84926  -2.17609  -2.79961
H  3.20887  0.69256  -0.62675
H  1.53181  -1.02520  -4.27153
H  3.42705  -0.04434  -2.99995
H  0.36902  -0.66039  2.86794
H  -3.25607  -1.36847  -0.94238
H  -0.74666  -1.91828  -4.24496

The calculation puts the frontier orbital gap at 8.243 eV. The calculation puts the molecular weight at 318.13 g/mol. As for the SMILES: O=C(Oc1cccc2cccnc12)c1ccc(Br)o1. Its spin multiplicity is 1. The LUMO energy is -0.42 eV. The value obtained for the highest occupied orbital energy is -8.664 eV. Its charge is 0.